Entry 1:
Computed, not measured: a gas-phase ion, C4H8FN4 (charge +1), with ωB97M-V/def2-TZVPD.

Properties
SMILES = C[C@@H](F)Nc1nc[nH][nH+]1
net charge = +1
energy = -12949.1738 eV
ΔE to the lowest compared entry with this formula, charge and spin = 0.15 kcal per mole
multiplicity = 1
E_HOMO = -14.38 eV
E_LUMO = -3.33 eV

CARTESIAN COORDINATES (ANGSTROEM)
1 C -0.213 -0.803 2.749
2 C -0.573 -0.478 1.323
3 F -1.308 0.710 1.267
4 N 0.605 -0.295 0.508
5 C 0.531 0.135 -0.745
6 N 1.588 0.269 -1.564
7 C 1.080 0.689 -2.703
8 N -0.235 0.857 -2.631
9 N -0.596 0.509 -1.362
10 H -0.024 0.134 3.272
11 H 0.674 -1.426 2.821
12 H -1.044 -1.296 3.242
13 H -1.222 -1.232 0.874
14 H 1.515 -0.472 0.899
15 H 1.634 0.890 -3.606
16 H -0.874 1.208 -3.325
17 H -1.539 0.600 -1.019

These are the Löwdin partial charges, in e, on atoms 1 to 2:
1. C 0.0048
2. C -0.3626

***

Entry 2:
Computed, not measured: a molecular structure, C27H29BeN5O2PS, with ωB97M-V/def2-TZVPD.

Properties
net charge = +1
energy = -60540.5408 eV
ΔE to the lowest compared entry with this formula, charge and spin = 5.48 kcal per mole
multiplicity = 1
E_HOMO = -10.95 eV
E_LUMO = -2.07 eV

CARTESIAN COORDINATES (ANGSTROEM)
1 Be 0.612 -0.195 1.740
2 N -0.930 2.349 4.249
3 C 0.187 2.020 4.977
4 C 0.869 1.121 4.219
5 N 0.182 0.904 3.050
6 C -0.897 1.657 3.099
7 H -1.660 2.977 4.538
8 H 0.397 2.447 5.940
9 H 1.795 0.613 4.423
10 H -1.646 1.715 2.328
11 O -0.039 0.430 0.387
12 P -0.998 0.350 -0.777
13 C -0.182 -0.319 -2.240
14 C -0.322 -1.651 -2.622
15 C 0.305 -2.102 -3.774
16 C 1.080 -1.233 -4.530
17 C 1.249 0.087 -4.132
18 C 0.615 0.547 -2.990
19 C -1.539 2.019 -1.201
20 C -2.285 2.241 -2.357
21 C -2.690 3.525 -2.675
22 C -2.369 4.586 -1.837
23 C -1.628 4.365 -0.685
24 C -1.207 3.082 -0.368
25 C -2.460 -0.641 -0.428
26 C -3.267 -1.126 -1.458
27 C -4.398 -1.865 -1.156
28 C -4.748 -2.097 0.167
29 C -3.976 -1.573 1.193
30 C -2.828 -0.855 0.899
31 H -0.918 -2.329 -2.024
32 H 0.181 -3.129 -4.088
33 H 1.552 -1.585 -5.438
34 H 1.861 0.758 -4.719
35 H 0.723 1.579 -2.675
36 H -2.538 1.413 -3.008
37 H -3.256 3.704 -3.579
38 H -2.692 5.587 -2.086
39 H -1.374 5.194 -0.038
40 H -0.604 2.899 0.512
41 H -3.001 -0.941 -2.491
42 H -5.010 -2.256 -1.958
43 H -5.621 -2.693 0.394
44 H -4.266 -1.730 2.223
45 H -2.197 -0.484 1.694
46 N -3.315 -4.816 1.474
47 C -2.303 -4.304 1.701
48 N -1.133 -3.789 1.961
49 C -0.563 -2.693 1.974
50 N 0.066 -1.695 2.020
51 C 5.012 -2.871 1.113
52 C 4.426 -1.586 1.677
53 S 2.938 -1.115 0.740
54 O 2.235 -0.134 1.678
55 C 3.684 -0.033 -0.532
56 C 4.123 1.313 0.017
57 H 5.890 -3.167 1.684
58 H 5.316 -2.755 0.072
59 H 4.285 -3.681 1.171
60 H 5.137 -0.761 1.670
61 H 4.056 -1.729 2.692
62 H 2.895 0.080 -1.276
63 H 4.505 -0.597 -0.979
64 H 3.345 1.729 0.655
65 H 4.299 2.004 -0.805
66 H 5.043 1.238 0.596

These are the Löwdin partial charges, in e, on atoms 1 to 2:
1. Be -0.1032
2. N 0.0904

***

Entry 3:
Computed, not measured: a molecular structure, C30H41BBrCsN6O3S3, with ωB97M-V/def2-TZVPD.

Properties
net charge = -2
energy = -150637.8515 eV
ΔE to the lowest compared entry with this formula, charge and spin = 0.00 kcal per mole
multiplicity = 1
E_HOMO = -1.26 eV
E_LUMO = 3.70 eV

CARTESIAN COORDINATES (ANGSTROEM)
1 Cs -0.750 -0.216 0.283
2 C -2.824 4.446 -2.618
3 C -2.099 3.257 -3.255
4 C -2.819 1.994 -2.770
5 C -2.201 3.401 -4.778
6 N -0.675 3.299 -2.842
7 C -0.270 4.224 -1.801
8 C 1.000 3.632 -1.277
9 N 1.252 2.453 -2.084
10 B 2.739 2.171 -2.340
11 N 3.673 2.121 -1.057
12 C 5.018 2.240 -1.338
13 C 5.721 2.010 -0.220
14 N 4.803 1.750 0.790
15 C 3.524 1.824 0.256
16 S 2.091 1.625 1.109
17 C 5.166 1.382 2.174
18 C 4.621 2.423 3.155
19 C 6.690 1.355 2.314
20 C 4.639 -0.018 2.496
21 N 3.049 0.918 -3.193
22 C 3.383 1.015 -4.519
23 C 3.390 -0.214 -5.056
24 N 3.042 -1.099 -4.042
25 C 2.851 -0.393 -2.880
26 S 2.492 -1.005 -1.354
27 C 2.868 -2.559 -4.233
28 C 1.429 -2.934 -3.876
29 C 3.885 -3.337 -3.396
30 C 3.113 -2.910 -5.703
31 C 0.227 2.262 -2.932
32 S 0.077 0.964 -4.014
33 H -3.871 4.409 -2.928
34 H -2.409 5.404 -2.939
35 H -2.778 4.384 -1.531
36 H -3.875 2.059 -3.053
37 H -2.723 1.929 -1.687
38 H -2.390 1.100 -3.217
39 H -3.248 3.441 -5.091
40 H -1.708 2.560 -5.259
41 H -1.707 4.325 -5.091
42 H -0.379 5.282 -2.026
43 H 1.872 4.225 -1.030
44 H 3.185 3.115 -2.985
45 H 5.364 2.472 -2.329
46 H 6.782 2.021 -0.068
47 H 5.030 3.409 2.919
48 H 4.913 2.154 4.172
49 H 3.537 2.467 3.083
50 H 7.131 2.335 2.121
51 H 7.145 0.618 1.651
52 H 6.925 1.077 3.342
53 H 3.556 -0.040 2.398
54 H 4.919 -0.292 3.516
55 H 5.065 -0.745 1.802
56 H 3.541 1.968 -4.989
57 H 3.565 -0.517 -6.068
58 H 1.248 -2.743 -2.821
59 H 1.250 -3.992 -4.084
60 H 0.739 -2.324 -4.461
61 H 3.762 -3.124 -2.338
62 H 4.901 -3.066 -3.696
63 H 3.741 -4.406 -3.575
64 H 2.418 -2.389 -6.364
65 H 2.946 -3.980 -5.827
66 H 4.137 -2.681 -6.001
67 Br -6.338 -6.401 1.514
68 C -5.177 -5.223 2.489
69 C -5.268 -5.220 3.870
70 C -4.429 -4.368 4.577
71 C -3.530 -3.551 3.904
72 C -3.454 -3.569 2.517
73 C -4.291 -4.417 1.801
74 C -2.444 -2.653 1.771
75 O -2.466 -2.755 0.531
76 O -1.742 -1.944 2.519
77 H -5.974 -5.863 4.376
78 H -4.483 -4.347 5.660
79 H -2.865 -2.878 4.430
80 H -4.218 -4.418 0.722
81 C -0.216 4.580 0.752
82 C -0.272 3.596 -0.402
83 O -0.920 2.457 -0.220
84 H 0.143 5.565 0.433
85 H 0.450 4.188 1.524
86 H -1.221 4.676 1.174

These are the Löwdin partial charges, in e, on atoms 1 to 2:
1. Cs 1.0137
2. C -0.0549

***

Entry 4:
Computed, not measured: 3 unconnected molecules or ions with the total composition C3H10N2O at a distorted geometry, with ωB97M-V/def2-TZVPD.

Properties
energy = -8293.6747 eV
ΔE to the lowest compared entry with this formula, charge and spin = 180.55 kcal per mole
multiplicity = 1
E_HOMO = -3.95 eV
E_LUMO = -0.09 eV

CARTESIAN COORDINATES (ANGSTROEM)
1 C 1.075 1.434 1.146
2 O -0.070 1.171 1.083
3 C 2.310 1.421 0.189
4 H -0.365 -2.696 1.986
5 H 0.061 -2.489 2.589
6 H 2.126 2.282 -0.628
7 H 2.747 0.579 -0.115
8 H 3.169 1.871 0.898
9 N -0.503 -1.807 -1.476
10 C -1.307 -0.797 -1.204
11 N -1.553 -0.454 0.042
12 H 0.183 -1.964 -0.857
13 H -0.451 -2.467 -2.227
14 H -1.999 -0.670 -2.083
15 H -1.918 0.519 0.249
16 H -1.065 -0.842 0.769

These are the Löwdin partial charges, in e, on atoms 1 to 2:
1. C -0.4017
2. O -0.1224

***

Entry 5:
Computed, not measured: a gas-phase ion, C6H11N3O (charge +2) at a distorted geometry, with ωB97M-V/def2-TZVPD.

Properties
SMILES = C#C[C@@](C)(O)C(=[NH2+])NC=[NH2+]
net charge = +2
energy = -12897.1256 eV
ΔE to the lowest compared entry with this formula, charge and spin = 77.17 kcal per mole
multiplicity = 1
E_HOMO = -17.78 eV
E_LUMO = -9.83 eV

CARTESIAN COORDINATES (ANGSTROEM)
1 C 2.581 -1.233 -1.464
2 C 1.647 -1.224 -0.674
3 C -0.105 2.304 0.835
4 C -0.100 0.220 -0.409
5 C -0.532 -2.461 -0.785
6 C 0.274 -1.328 -0.066
7 N 0.134 0.991 0.664
8 N 0.151 2.867 1.989
9 N -0.536 0.607 -1.630
10 O 0.227 -1.388 1.295
11 H 3.416 -1.106 -1.934
12 H -0.790 2.817 0.159
13 H -1.424 -2.993 -0.151
14 H -1.026 -1.929 -1.554
15 H 0.134 -3.223 -1.171
16 H 0.542 0.517 1.532
17 H 0.068 3.846 2.205
18 H 0.425 2.053 2.537
19 H -0.513 0.172 -2.569
20 H -0.823 1.578 -1.734
21 H 0.418 -2.306 1.547

These are the Löwdin partial charges, in e, on atoms 1 to 2:
1. C 0.2590
2. C -0.0196

***

Entry 6:
Computed, not measured: a molecular structure, C36H30CsN11S6, with ωB97M-V/def2-TZVPD.

Properties
net charge = -2
energy = -119775.1792 eV
ΔE to the lowest compared entry with this formula, charge and spin = 6.04 kcal per mole
multiplicity = 1
E_HOMO = -0.96 eV
E_LUMO = 3.58 eV

CARTESIAN COORDINATES (ANGSTROEM)
1 Cs -0.291 1.812 -0.722
2 N 5.375 -0.250 -0.543
3 C 4.126 0.231 -0.214
4 S 3.344 1.230 -1.374
5 N 3.717 -0.171 0.970
6 N 2.486 0.293 1.333
7 C 2.220 0.130 2.570
8 C 0.958 0.561 3.190
9 C 0.804 0.382 4.564
10 C -0.370 0.803 5.167
11 C -1.339 1.408 4.389
12 C -1.105 1.534 3.022
13 N 0.002 1.106 2.430
14 H 5.581 -0.249 -1.526
15 H 5.685 -1.042 0.000
16 H 2.970 -0.316 3.233
17 H 1.592 -0.092 5.137
18 H -0.518 0.659 6.231
19 H -2.269 1.766 4.810
20 H -1.853 1.988 2.374
21 C 1.811 2.283 -5.989
22 C 0.683 2.644 -6.709
23 C -0.550 2.601 -6.089
24 C -0.626 2.187 -4.759
25 N 0.460 1.854 -4.063
26 C 1.646 1.902 -4.666
27 C -1.938 2.089 -4.065
28 C -2.890 3.087 -4.205
29 C -4.111 2.943 -3.553
30 C -4.316 1.815 -2.784
31 C -3.285 0.895 -2.657
32 N -2.122 1.005 -3.300
33 H 2.796 2.301 -6.434
34 H 0.765 2.952 -7.745
35 H -1.455 2.861 -6.622
36 H 2.499 1.631 -4.050
37 H -2.662 3.982 -4.768
38 H -4.866 3.718 -3.606
39 H -5.230 1.678 -2.223
40 H -3.402 0.044 -1.994
41 S -7.570 6.002 -1.531
42 C -6.116 5.263 -1.126
43 S -4.573 5.859 -1.553
44 C -3.544 4.622 -0.839
45 C -4.231 3.640 -0.176
46 S -3.649 2.201 0.602
47 S -5.980 3.826 -0.212
48 S -1.841 4.831 -1.097
49 N 1.467 -2.734 2.732
50 C 2.132 -3.034 3.895
51 C 3.483 -3.142 4.205
52 C 3.798 -3.450 5.516
53 C 2.799 -3.649 6.482
54 C 1.458 -3.537 6.165
55 C 1.118 -3.215 4.852
56 N -0.124 -2.999 4.281
57 C 0.133 -2.697 3.035
58 C -0.837 -2.295 2.010
59 C -2.006 -1.628 2.343
60 C -2.814 -1.158 1.319
61 N -2.550 -1.343 0.019
62 C -1.444 -2.024 -0.275
63 C -0.555 -2.506 0.672
64 H 1.865 -2.351 1.887
65 H 4.250 -2.977 3.460
66 H 4.838 -3.536 5.804
67 H 3.090 -3.887 7.497
68 H 0.684 -3.678 6.908
69 H -2.249 -1.434 3.378
70 H -3.692 -0.560 1.537
71 H -1.245 -2.189 -1.329
72 H 0.332 -3.033 0.344
73 C 0.602 -1.691 -3.541
74 C 1.310 -2.448 -2.466
75 N 1.320 -3.757 -2.310
76 C 2.144 -3.994 -1.232
77 C 2.618 -2.821 -0.730
78 N 2.077 -1.843 -1.524
79 H -0.287 -1.153 -3.199
80 H 0.295 -2.385 -4.321
81 H 1.267 -0.942 -3.973
82 H 2.335 -4.995 -0.879
83 H 3.271 -2.571 0.090
84 H 2.298 -0.845 -1.474

These are the Löwdin partial charges, in e, on atoms 1 to 2:
1. Cs 0.6011
2. N 0.0295